Molecular formula: C55H116N2O25
Method: DFT, wB97M-V/def2-TZVPD

Computed properties:
Frontier orbital gap: 9.0 eV
Total charge: 0
LUMO: -0.2 eV
Multiplicity: 1
F_max: 0.078 hartree/bohr

```
198
C55H116N2O25 wB97M-V/def2-TZVPD
C 1.030 2.359 -5.856
C 2.328 2.446 -5.296
C 3.096 1.314 -5.076
C 2.557 0.086 -5.431
C 1.312 -0.078 -6.009
C 0.565 1.108 -6.233
N 3.518 -1.107 -5.322
O 3.136 -2.109 -5.861
O 4.550 -0.956 -4.746
H 0.496 3.282 -6.019
H 2.743 3.387 -5.057
H 4.153 1.531 -4.723
H 0.916 -1.055 -6.363
H -0.455 0.964 -6.580
C 6.759 -0.161 -1.899
C 5.523 0.423 -1.574
C 5.550 1.596 -0.778
C 6.762 2.081 -0.377
C 8.000 1.466 -0.609
C 7.940 0.285 -1.351
N 6.818 3.301 0.429
O 5.775 3.566 1.040
O 7.831 3.989 0.334
H 6.774 -1.083 -2.518
H 4.634 0.240 -2.077
H 4.624 2.165 -0.505
H 8.914 1.746 -0.214
H 8.848 -0.332 -1.527
C -3.727 -1.442 3.800
C -3.654 -2.919 3.582
O -2.659 -3.420 3.074
C -4.752 -3.680 4.229
H -3.629 -1.193 4.910
H -4.717 -1.058 3.525
H -2.954 -0.906 3.246
H -4.547 -4.650 4.480
H -5.594 -3.842 3.574
H -5.134 -3.216 5.118
C -5.265 2.330 3.647
O -4.064 2.774 4.256
C -2.812 2.604 3.632
C -1.770 3.335 4.476
O -1.895 4.748 4.574
C -1.341 5.439 3.456
H -5.199 1.276 3.294
H -5.518 3.001 2.727
H -6.064 2.407 4.325
H -2.741 2.986 2.610
H -2.640 1.551 3.569
H -0.746 3.096 4.196
H -1.828 3.008 5.507
H -0.244 5.173 3.455
H -1.720 6.430 3.650
H -1.675 5.113 2.454
C 3.814 3.699 4.236
O 3.826 2.461 4.990
C 2.646 1.728 4.866
C 2.276 1.341 3.443
O 3.193 0.325 2.918
C 4.262 0.856 2.052
H 4.172 3.569 3.162
H 4.517 4.302 4.744
H 2.850 4.187 4.203
H 1.771 2.374 5.266
H 2.728 0.855 5.527
H 2.259 2.210 2.773
H 1.350 0.910 3.428
H 4.102 1.958 1.947
H 4.179 0.360 1.132
H 5.227 0.617 2.507
C -3.549 -5.007 -2.005
O -4.047 -5.080 -0.711
C -3.224 -5.626 0.275
C -4.022 -6.140 1.378
O -4.764 -7.243 0.999
C -5.379 -7.914 2.100
H -3.077 -5.978 -2.209
H -2.705 -4.350 -2.100
H -4.295 -4.806 -2.740
H -2.450 -4.924 0.540
H -2.649 -6.586 -0.115
H -4.698 -5.327 1.643
H -3.323 -6.355 2.204
H -5.889 -7.207 2.746
H -4.669 -8.389 2.748
H -6.082 -8.603 1.660
C 4.103 -2.728 -2.083
O 3.478 -1.882 -1.072
C 3.011 -2.661 0.005
C 3.955 -2.962 1.115
O 4.976 -3.876 0.682
C 6.028 -4.112 1.644
H 4.075 -2.199 -3.010
H 3.564 -3.681 -2.246
H 5.090 -2.997 -1.796
H 2.636 -3.612 -0.283
H 2.221 -2.095 0.449
H 3.482 -3.329 2.087
H 4.447 -2.042 1.338
H 6.696 -4.838 1.211
H 5.564 -4.677 2.518
H 6.484 -3.175 2.006
C 2.310 4.781 0.003
O 3.484 4.672 -0.771
C 3.341 5.383 -1.993
C 4.660 5.505 -2.743
O 5.006 4.313 -3.447
C 6.320 4.362 -3.973
H 2.198 5.935 0.254
H 2.531 4.278 0.941
H 1.416 4.386 -0.543
H 2.960 6.361 -1.702
H 2.612 4.778 -2.586
H 5.406 5.757 -1.941
H 4.588 6.340 -3.423
H 6.318 4.912 -4.922
H 6.578 3.360 -4.271
H 7.047 4.646 -3.267
C -6.604 0.513 -2.571
O -6.727 0.104 -1.258
C -5.740 -0.838 -0.881
C -5.999 -1.558 0.493
O -6.127 -0.653 1.587
C -7.459 -0.070 1.700
H -5.553 0.716 -2.855
H -7.187 1.359 -2.843
H -6.946 -0.248 -3.249
H -4.802 -0.287 -0.938
H -5.783 -1.662 -1.661
H -5.082 -2.132 0.589
H -6.781 -2.331 0.403
H -7.838 0.270 0.769
H -7.364 0.622 2.495
H -8.092 -0.836 2.101
C 1.408 1.535 -1.389
O 0.390 1.276 -0.417
C 0.471 0.014 0.226
C -0.740 -0.411 0.969
O -1.793 -0.807 0.241
C -2.015 -2.215 0.026
H 1.527 2.611 -1.312
H 1.059 1.243 -2.390
H 2.365 1.047 -1.235
H 1.319 -0.074 0.970
H 0.741 -0.806 -0.477
H -1.079 0.387 1.717
H -0.441 -1.174 1.705
H -1.496 -2.594 -0.796
H -3.088 -2.187 -0.220
H -1.951 -2.678 0.993
C -0.348 5.525 -2.810
O -0.721 4.212 -2.571
C -2.009 4.015 -2.190
C -2.362 2.567 -2.325
O -3.762 2.404 -1.988
C -4.093 2.357 -0.626
H 0.590 5.441 -3.408
H -0.125 6.154 -1.942
H -1.076 6.125 -3.377
H -2.635 4.609 -2.893
H -2.271 4.347 -1.162
H -1.789 1.841 -1.680
H -2.307 2.310 -3.352
H -3.265 1.955 -0.049
H -4.961 1.730 -0.395
H -4.361 3.389 -0.351
C 0.592 -2.361 -2.945
O -0.524 -2.126 -3.695
C -1.197 -0.855 -3.367
C -2.520 -0.804 -3.984
O -2.535 -0.967 -5.371
C -2.666 -2.327 -5.728
H 1.471 -1.692 -2.979
H 1.015 -3.311 -3.166
H 0.265 -2.308 -1.919
H -0.519 -0.142 -3.838
H -1.259 -0.734 -2.316
H -3.131 0.086 -3.821
H -3.141 -1.638 -3.564
H -2.018 -2.982 -5.159
H -2.424 -2.496 -6.773
H -3.708 -2.619 -5.578
C 0.356 -4.258 1.639
O 0.635 -3.093 2.334
C 0.387 -3.351 3.762
C 0.536 -2.120 4.639
O -0.450 -1.179 4.378
C -0.569 -0.282 5.417
H -0.671 -4.597 1.794
H 0.990 -5.076 1.959
H 0.551 -4.209 0.503
H 1.130 -4.049 4.104
H -0.559 -3.802 3.877
H 1.502 -1.651 4.710
H 0.248 -2.500 5.631
H -1.222 0.511 5.106
H 0.430 0.105 5.673
H -0.832 -0.809 6.349
```